(1)
DFT (ωB97M-V with the def2-TZVPD basis set) results for an isolated molecule of C21H28N4O4.

Each atom is followed by the atoms it is bonded to, with distances in Å.
Cartesian coordinates (Å):
1 C 4.279 4.311 -5.696  O2 1.405, H30 1.098, H31 1.088, H32 1.096
2 O 4.219 3.435 -4.599  C1 1.405, C3 1.410
3 C 5.454 3.313 -3.931  O2 1.410, C4 1.529, H33 1.104, H34 1.099
4 C 5.314 2.511 -2.637  C3 1.529, O5 1.217, N6 1.347
5 O 5.707 2.975 -1.584  C4 1.217
6 N 4.805 1.266 -2.727  C4 1.347, C7 1.442, C29 1.454
7 C 4.219 0.655 -3.894  N6 1.442, C8 1.535, H35 1.095, H36 1.087
8 C 2.688 0.758 -3.826  C7 1.535, C9 1.536, H37 1.089, H38 1.090
9 C 2.215 0.705 -2.366  C8 1.536, O10 1.416, C28 1.534, H39 1.098
10 O 0.911 0.152 -2.379  C9 1.416, C11 1.360
11 C 0.091 0.297 -1.305  O10 1.360, C12 1.398, C27 1.392
12 C -1.152 -0.333 -1.419  C11 1.398, C13 1.377, H40 1.079
13 C -2.075 -0.268 -0.399  C12 1.377, C14 1.394, H41 1.080
14 C -1.786 0.439 0.767  C13 1.394, C15 1.490, C26 1.390
15 C -2.736 0.567 1.908  C14 1.490, O16 1.219, N17 1.354
16 O -2.707 1.512 2.677  C15 1.219
17 N -3.646 -0.430 2.014  C15 1.354, C18 1.443, H42 1.008
18 C -4.541 -0.527 3.142  N17 1.443, C19 1.493, H43 1.100, H44 1.095
19 C -4.510 -1.897 3.731  C18 1.493, C20 1.404, N25 1.325
20 C -4.993 -2.315 4.981  C19 1.404, C21 1.379, H45 1.070
21 C -4.740 -3.670 5.031  C20 1.379, C22 1.484, N23 1.352
22 C -5.010 -4.680 6.085  C21 1.484, H46 1.090, H47 1.086, H48 1.090
23 N -4.145 -3.989 3.859  C21 1.352, C24 1.432, N25 1.334
24 C -3.681 -5.277 3.436  N23 1.432, H49 1.088, H50 1.092, H51 1.092
25 N -4.004 -2.926 3.067  C19 1.325, N23 1.334
26 C -0.561 1.086 0.865  C14 1.390, C27 1.382, H52 1.080
27 C 0.378 1.014 -0.147  C11 1.392, C26 1.382, H53 1.079
28 C 3.186 -0.154 -1.545  C9 1.534, C29 1.531, H54 1.090, H55 1.092
29 C 4.555 0.529 -1.498  N6 1.454, C28 1.531, H56 1.096, H57 1.093
30 H 4.998 3.959 -6.447  C1 1.098
31 H 3.282 4.333 -6.131  C1 1.088
32 H 4.565 5.322 -5.383  C1 1.096
33 H 6.204 2.831 -4.582  C3 1.104
34 H 5.838 4.303 -3.646  C3 1.099
35 H 4.533 -0.394 -3.905  C7 1.095
36 H 4.583 1.132 -4.800  C7 1.087
37 H 2.363 1.693 -4.279  C8 1.089
38 H 2.230 -0.070 -4.367  C8 1.090
39 H 2.192 1.722 -1.954  C9 1.098
40 H -1.368 -0.868 -2.331  C12 1.079
41 H -3.034 -0.747 -0.528  C13 1.080
42 H -3.523 -1.289 1.501  N17 1.008
43 H -5.568 -0.288 2.824  C18 1.100
44 H -4.236 0.223 3.880  C18 1.095
45 H -5.454 -1.710 5.734  C20 1.070
46 H -4.082 -5.142 6.425  C22 1.090
47 H -5.493 -4.204 6.933  C22 1.086
48 H -5.661 -5.468 5.707  C22 1.090
49 H -3.248 -5.163 2.445  C24 1.088
50 H -4.506 -5.991 3.391  C24 1.092
51 H -2.920 -5.658 4.121  C24 1.092
52 H -0.351 1.652 1.760  C26 1.080
53 H 1.318 1.527 -0.022  C27 1.079
54 H 2.807 -0.295 -0.533  C28 1.090
55 H 3.250 -1.138 -2.012  C28 1.092
56 H 5.346 -0.214 -1.350  C29 1.096
57 H 4.609 1.251 -0.679  C29 1.093

max |F|: 0.801 eV/A
LUMO level: 0.77 eV
electronic energy: -1337.01308 a.u.
molecular weight: 400.48 g mol⁻¹
structure (SMILES): COCC(=O)N1CCC(Oc2ccc(C(=O)NCc3cc(C)n(C)n3)cc2)CC1
relative energy (zero: lowest compared OMol25 entry of this formula, charge and spin): 82.0 kcal/mol
frontier orbital gap: 9.216 eV

=====

(2)
DFT (ωB97M-V with the def2-TZVPD basis set) results for a cluster of 10 separate species, C37H65BF9NO13S in total in a non-equilibrium geometry.

Each atom is followed by the atoms it is bonded to, with distances in Å.
Cartesian coordinates (Å):
1 N -0.010 0.041 -0.198  B2 1.421, H27 1.013, H28 1.017
2 B -0.206 -0.370 -1.544  N1 1.421, O3 1.382, C4 1.576
3 O -1.283 -1.144 -1.933  B2 1.382, H29 0.965
4 C 0.820 0.007 -2.679  B2 1.576, C5 1.339, C25 1.484
5 C 1.444 -0.880 -3.464  C4 1.339, C6 1.487, C22 1.489
6 C 1.336 -2.362 -3.425  C5 1.487, C7 1.551, H30 1.084, H31 1.093
7 C 2.503 -3.015 -2.639  C6 1.551, C8 1.544, H32 1.090, H33 1.095
8 C 3.361 -3.991 -3.473  C7 1.544, C9 1.528, H34 1.091, H35 1.091
9 C 4.830 -3.573 -3.525  C8 1.528, C10 1.511, H36 1.090, H37 1.096
10 C 5.789 -4.634 -4.012  C9 1.511, F11 1.358, F12 1.357, C13 1.571
11 F 5.266 -5.308 -5.069  C10 1.358
12 F 6.936 -4.041 -4.428  C10 1.357
13 C 6.135 -5.709 -2.920  C10 1.571, F14 1.337, F15 1.340, S16 1.919
14 F 6.332 -5.086 -1.752  C13 1.337
15 F 5.070 -6.510 -2.792  C13 1.340
16 S 7.668 -6.829 -3.200  C13 1.919, F17 1.584, F18 1.589, F19 1.588, F20 1.585, F21 1.576
17 F 6.785 -8.135 -3.357  S16 1.584
18 F 7.768 -7.104 -1.639  S16 1.589
19 F 8.597 -5.551 -3.041  S16 1.588
20 F 7.599 -6.613 -4.769  S16 1.585
21 F 8.961 -7.708 -3.404  S16 1.576
22 C 2.339 -0.138 -4.396  C5 1.489, O23 1.191, O24 1.377
23 O 3.265 -0.540 -5.028  C22 1.191
24 O 1.984 1.191 -4.333  C22 1.377, C25 1.414
25 C 1.290 1.347 -3.111  C4 1.484, O24 1.414, O26 1.187
26 O 1.210 2.411 -2.592  C25 1.187
27 H 0.911 0.424 -0.023  N1 1.013
28 H -0.174 -0.692 0.488  N1 1.017
29 H -1.386 -1.976 -1.455  O3 0.965
30 H 0.386 -2.587 -2.953  C6 1.084
31 H 1.307 -2.747 -4.448  C6 1.093
32 H 2.085 -3.527 -1.772  C7 1.090
33 H 3.149 -2.217 -2.261  C7 1.095
34 H 3.265 -4.997 -3.060  C8 1.091
35 H 2.971 -4.030 -4.491  C8 1.091
36 H 5.174 -3.182 -2.568  C9 1.090
37 H 4.937 -2.763 -4.255  C9 1.096
38 C 1.360 0.543 -8.197  C39 1.509, H42 1.087, H43 1.091, H44 1.092
39 C 1.664 -0.927 -8.043  C38 1.509, C40 1.509, O41 1.208
40 C 2.462 -1.573 -9.148  C39 1.509, H45 1.091, H46 1.092, H47 1.087
41 O 1.296 -1.552 -7.076  C39 1.208
42 H 0.790 0.894 -7.341  C38 1.087
43 H 2.290 1.109 -8.271  C38 1.091
44 H 0.791 0.715 -9.113  C38 1.092
45 H 3.426 -1.072 -9.252  C40 1.091
46 H 1.933 -1.477 -10.099  C40 1.092
47 H 2.621 -2.624 -8.922  C40 1.087
48 C -1.262 -2.100 4.500  C49 1.504, H52 1.088, H53 1.090, H54 1.091
49 C -1.408 -1.748 3.045  C48 1.504, C50 1.505, O51 1.214
50 C -2.654 -1.005 2.643  C49 1.505, H55 1.091, H56 1.092, H57 1.088
51 O -0.550 -2.046 2.240  C49 1.214
52 H -0.305 -2.596 4.656  C48 1.088
53 H -1.307 -1.189 5.097  C48 1.090
54 H -2.075 -2.748 4.831  C48 1.091
55 H -2.706 -0.063 3.190  C50 1.091
56 H -3.536 -1.597 2.898  C50 1.092
57 H -2.643 -0.802 1.575  C50 1.088
58 C -0.582 -5.357 1.854  C59 1.507, H62 1.088, H63 1.091, H64 1.092
59 C -1.677 -6.067 2.606  C58 1.507, C60 1.511, O61 1.210
60 C -1.314 -6.606 3.971  C59 1.511, H65 1.092, H66 1.091, H67 1.087
61 O -2.790 -6.196 2.150  C59 1.210
62 H -0.963 -5.007 0.897  C58 1.088
63 H -0.229 -4.498 2.427  C58 1.091
64 H 0.262 -6.029 1.688  C58 1.092
65 H -0.975 -5.793 4.615  C60 1.092
66 H -0.494 -7.321 3.885  C60 1.091
67 H -2.178 -7.093 4.417  C60 1.087
68 C -1.639 2.273 6.202  C69 1.507, H72 1.088, H73 1.091, H74 1.090
69 C -1.982 2.392 4.740  C68 1.507, C70 1.510, O71 1.211
70 C -3.279 3.097 4.419  C69 1.510, H75 1.092, H76 1.092, H77 1.088
71 O -1.285 1.949 3.855  C69 1.211
72 H -0.703 1.735 6.334  C68 1.088
73 H -1.567 3.259 6.663  C68 1.091
74 H -2.447 1.716 6.678  C68 1.090
75 H -3.261 4.116 4.810  C70 1.092
76 H -4.113 2.576 4.893  C70 1.092
77 H -3.429 3.128 3.342  C70 1.088
78 C -4.486 -2.085 8.238  C79 1.508, H82 1.087, H83 1.091, H84 1.091
79 C -4.151 -0.799 7.523  C78 1.508, C80 1.509, O81 1.210
80 C -5.171 0.308 7.619  C79 1.509, H85 1.091, H86 1.091, H87 1.088
81 O -3.118 -0.669 6.906  C79 1.210
82 H -3.684 -2.804 8.100  C78 1.087
83 H -4.629 -1.895 9.303  C78 1.091
84 H -5.419 -2.496 7.849  C78 1.091
85 H -5.335 0.576 8.664  C80 1.091
86 H -6.125 -0.028 7.211  C80 1.091
87 H -4.831 1.183 7.069  C80 1.088
88 C -0.621 3.471 1.197  C89 1.504, H92 1.086, H93 1.090, H94 1.092
89 C -0.803 4.947 0.974  C88 1.504, C90 1.509, O91 1.212
90 C 0.448 5.790 0.926  C89 1.509, H95 1.093, H96 1.092, H97 1.088
91 O -1.903 5.441 0.849  C89 1.212
92 H -1.583 2.969 1.200  C88 1.086
93 H -0.001 3.051 0.404  C88 1.090
94 H -0.123 3.295 2.152  C88 1.092
95 H 1.084 5.438 0.110  C90 1.093
96 H 1.008 5.671 1.856  C90 1.092
97 H 0.197 6.838 0.777  C90 1.088
98 C -2.671 -5.378 -2.065  C99 1.506, H102 1.087, H103 1.091, H104 1.092
99 C -1.177 -5.267 -1.919  C98 1.506, C100 1.507, O101 1.212
100 C -0.402 -6.556 -1.821  C99 1.507, H105 1.091, H106 1.092, H107 1.088
101 O -0.619 -4.191 -1.880  C99 1.212
102 H -3.112 -4.387 -2.128  C98 1.087
103 H -2.916 -5.945 -2.964  C98 1.091
104 H -3.089 -5.914 -1.210  C98 1.092
105 H -0.570 -7.162 -2.713  C100 1.091
106 H -0.747 -7.131 -0.960  C100 1.092
107 H 0.660 -6.344 -1.719  C100 1.088
108 C -2.429 9.653 3.088  C109 1.513, H112 1.088, H113 1.091, H114 1.091
109 C -3.647 8.870 2.650  C108 1.513, C110 1.503, O111 1.211
110 C -3.514 8.120 1.354  C109 1.503, H115 1.090, H116 1.091, H117 1.088
111 O -4.656 8.852 3.319  C109 1.211
112 H -2.632 10.151 4.034  C108 1.088
113 H -1.574 8.984 3.192  C108 1.091
114 H -2.166 10.390 2.328  C108 1.091
115 H -2.702 7.395 1.421  C110 1.090
116 H -3.278 8.813 0.545  C110 1.091
117 H -4.441 7.595 1.134  C110 1.088
118 C -0.655 10.993 -0.998  C119 1.510, H122 1.087, H123 1.091, H124 1.091
119 C -0.082 9.622 -0.731  C118 1.510, C120 1.509, O121 1.209
120 C 0.850 9.064 -1.778  C119 1.509, H125 1.092, H126 1.091, H127 1.087
121 O -0.362 9.001 0.268  C119 1.209
122 H -1.310 11.285 -0.181  C118 1.087
123 H 0.151 11.722 -1.100  C118 1.091
124 H -1.217 10.987 -1.934  C118 1.091
125 H 1.708 9.727 -1.907  C120 1.092
126 H 0.336 8.996 -2.738  C120 1.091
127 H 1.194 8.076 -1.480  C120 1.087

max |F|: 1.252 eV/A
LUMO level: -0.05 eV
electronic energy: -3803.61286 a.u.
molecular weight: 945.78 g mol⁻¹
structure (SMILES): NB(O)C1=C(CCCCC(F)(F)C(F)(F)S(F)(F)(F)(F)F)C(=O)OC1=O.CC(C)=O.CC(C)=O.CC(C)=O.CC(C)=O.CC(C)=O.CC(C)=O.CC(C)=O.CC(C)=O.CC(C)=O
frontier orbital gap: 8.843 eV

=====

(3)
DFT (ωB97M-V with the def2-TZVPD basis set) results for an isolated molecule of C4H9NO in a non-equilibrium geometry.

Each atom is followed by the atoms it is bonded to, with distances in Å.
Cartesian coordinates (Å):
1 C -2.275 -0.209 -0.148  C2 1.510, H7 1.099, H8 1.095, H9 1.094
2 C -1.055 0.606 0.210  C1 1.510, C3 1.491, H10 1.095, H11 1.222
3 C 0.285 -0.046 0.253  C2 1.491, O4 1.344, N5 1.295
4 O 0.446 -1.380 0.257  C3 1.344, H12 0.967
5 N 1.200 0.763 -0.175  C3 1.295, C6 1.464
6 C 2.586 0.291 -0.172  N5 1.464, H13 1.096, H14 1.094, H15 1.096
7 H -3.159 0.089 0.433  C1 1.099
8 H -2.547 -0.106 -1.203  C1 1.095
9 H -2.233 -1.285 0.046  C1 1.094
10 H -1.192 1.166 1.141  C2 1.095
11 H -0.559 1.417 -0.559  C2 1.222
12 H -0.390 -1.839 0.422  O4 0.967
13 H 2.862 -0.091 -1.161  C6 1.096
14 H 3.250 1.121 0.089  C6 1.094
15 H 2.781 -0.496 0.567  C6 1.096

max |F|: 3.482 eV/A
LUMO level: 0.65 eV
electronic energy: -287.75139 a.u.
molecular weight: 87.12 g mol⁻¹
structure (SMILES): CC/C(O)=N/C
relative energy (zero: lowest compared OMol25 entry of this formula, charge and spin): 50.9 kcal/mol
frontier orbital gap: 9.879 eV